[1]
59
Properties=species:S:1:pos:R:3:forces:R:3 method="wB97M-V/def2-TZVPD" fmax_ev_per_a=3.00 multiplicity=4 e_above_lowest_kj_mol=526.80 homo_energy_ev="-6.7790 / -7.3148" e_lumo_ev="-0.2 / -0.8" s_squared=3.751 orbital_gap_ev="6.53 / 6.53"
Ti 1.3131 -1.3407 0.9100 0.151 -0.780 -0.638
Cl 2.1018 -3.8764 -1.5620 -0.389 0.907 0.817
O 7.0242 -1.4381 1.2278 -1.184 2.546 0.869
S 6.2156 -0.2225 1.3568 0.687 0.253 -1.511
O 4.8636 -0.2940 1.8729 1.043 0.156 -0.150
O 7.0447 0.9670 2.1586 -0.208 -1.647 0.115
C 6.3112 2.1329 2.5387 0.216 1.667 -0.005
C 7.2282 3.1257 3.2884 -0.276 -2.018 0.750
C 6.2509 0.5875 -0.3142 -0.356 -1.151 1.017
H 5.4434 1.9090 3.1591 -0.002 -0.281 -0.289
H 6.0496 2.6868 1.6371 -0.666 -0.352 -0.203
H 7.5714 2.5725 4.1627 0.705 -0.111 -0.064
H 6.6466 3.8927 3.7999 -0.006 0.508 -0.872
H 8.0641 3.4097 2.6492 -0.176 0.444 0.332
H 5.9647 1.6392 -0.3230 0.133 -0.161 0.358
H 5.5138 0.0174 -0.8797 0.209 -0.026 -0.208
H 7.2717 0.4024 -0.6486 -0.210 0.157 -0.150
O -2.6460 -1.5334 -0.0549 -2.641 -1.025 -0.890
S -3.9051 -2.2194 -0.3918 0.829 -0.409 -0.284
O -4.7941 -2.6765 0.6734 1.076 0.999 -1.571
O -4.7011 -1.2770 -1.5047 1.575 -0.877 1.637
C -5.9181 -1.8173 -1.9707 -2.096 0.605 -0.575
C -6.6652 -0.6341 -2.5437 -0.134 0.666 1.003
C -3.6101 -3.6287 -1.5122 0.668 -0.567 0.470
H -6.5219 -2.2440 -1.1698 0.319 -0.119 0.210
H -5.8952 -2.5246 -2.7998 1.036 -0.459 0.235
H -6.1062 -0.2127 -3.3791 -0.482 -0.110 -0.261
H -6.7122 0.1343 -1.7721 0.171 0.181 0.043
H -7.7179 -0.8689 -2.7009 0.184 -0.171 -0.728
H -4.4558 -4.3145 -1.5627 -0.312 0.521 0.126
H -2.8032 -4.2458 -1.1171 0.146 0.292 0.379
H -3.2831 -3.3568 -2.5159 -0.209 0.536 0.202
O 1.4485 1.7435 -4.2494 -2.072 -0.014 2.168
S 0.4279 1.4707 -3.2240 1.324 -1.117 -0.749
O 0.8617 1.0351 -1.8754 -1.183 1.255 -2.288
O -0.5857 2.7579 -3.1777 1.490 -1.052 0.573
C -1.5900 2.7180 -2.1385 -1.202 0.116 -0.572
C -2.9131 3.1112 -2.8230 0.098 -0.042 1.105
C -0.7104 0.2001 -3.9316 0.524 -0.038 0.932
H -1.3610 3.4109 -1.3288 0.315 0.171 -0.260
H -1.6618 1.7403 -1.6621 0.114 -0.194 -0.252
H -2.8820 4.1569 -3.1291 0.061 -0.171 -0.324
H -3.6975 3.0409 -2.0694 -0.105 0.045 0.128
H -3.2282 2.4443 -3.6256 0.392 0.119 -0.142
H -0.5064 -0.7450 -3.4283 0.355 0.067 0.062
H -0.5025 0.0699 -4.9937 -0.152 0.439 0.139
H -1.7426 0.4382 -3.6750 0.087 0.276 -0.330
C -1.1501 1.7613 3.4241 -0.825 0.373 1.050
O 0.1631 1.4375 3.0329 0.311 -0.295 -0.020
H -1.2545 2.2166 4.4090 0.761 0.400 0.231
H -1.6098 2.4898 2.7561 -0.129 -0.420 -0.364
H -1.7535 0.8759 3.6239 -0.019 -0.273 -0.969
H 0.7905 1.8867 3.6040 -0.019 0.019 -0.053
C -0.4321 -4.1595 3.8116 -0.520 0.925 0.359
O 0.3908 -2.9761 3.8610 0.389 -0.369 -0.574
H -1.4515 -3.8555 4.0493 -0.259 -0.125 -0.270
H -0.3889 -4.5422 2.7919 0.109 0.026 0.196
H -0.1967 -4.9369 4.5386 0.601 0.052 -0.075
H 0.3922 -2.5421 4.7173 -0.246 -0.347 0.133


[2]
53
Properties=species:S:1:pos:R:3:forces:R:3 method="wB97M-V/def2-TZVPD" fmax_ev_per_a=3.14 multiplicity=4 homo_energy_ev="-9.5498 / -9.5489" e_lumo_ev="-3.7 / -3.7" s_squared=3.758 orbital_gap_ev="5.88 / 5.84"
Co -8.5731 -4.1691 20.1843 -0.888 3.000 0.316
C -9.4901 -1.9528 20.6093 -1.908 1.236 -0.029
O -10.1728 -0.9436 20.8538 1.170 -0.600 -0.162
O -9.2835 -2.8837 21.5070 0.848 -1.871 0.182
O -9.0535 -2.2767 19.4378 0.999 -1.758 -0.374
C -5.5589 -1.7242 21.6405 -0.329 0.225 -0.136
C -6.3874 -0.9978 22.6909 0.222 -0.233 0.412
O -7.3074 -1.8947 23.3149 0.226 0.089 0.060
H -4.7598 -1.0863 21.2633 -0.043 -0.023 -0.126
H -6.1740 -2.0319 20.7891 0.031 0.097 -0.091
H -5.1181 -2.6125 22.0943 0.040 0.030 0.089
H -6.9399 -0.1093 22.3796 0.204 -0.064 -0.631
H -5.6795 -0.6357 23.4415 -0.256 -0.179 0.298
H -7.9550 -2.1400 22.6404 -0.067 -0.030 0.250
C -11.1364 -3.3908 24.3863 0.093 1.316 0.482
C -11.7651 -1.9780 24.4069 -0.701 -0.929 -0.380
O -11.8806 -1.3751 23.1208 0.763 -0.357 0.343
H -11.0116 -3.6902 25.4290 0.038 -0.178 -0.023
H -10.1422 -3.2620 23.9558 -0.026 -0.560 -0.192
H -11.7723 -4.1164 23.8879 0.168 -0.018 -0.305
H -11.1940 -1.3502 25.0931 -0.131 0.134 0.064
H -12.8003 -2.0976 24.7340 0.111 0.339 0.347
H -10.9691 -1.2613 22.8063 -0.398 0.181 -0.314
C -8.0583 2.3305 22.9247 0.300 0.005 0.527
C -9.3226 1.5707 23.2882 -0.256 0.372 -0.219
O -10.4003 1.8594 22.4028 0.093 0.088 -0.035
H -7.7633 2.1485 21.8917 0.044 0.029 -0.014
H -7.2514 2.0229 23.6007 0.033 -0.197 -0.207
H -8.1429 3.4026 23.1091 -0.327 0.016 -0.308
H -9.6602 1.9021 24.2735 0.084 -0.269 0.076
H -9.1278 0.4940 23.3021 0.009 -0.002 0.155
H -10.4703 1.1529 21.7545 0.003 -0.133 -0.014
C -12.4143 1.4958 18.3729 -0.718 -0.388 -0.339
C -10.9146 1.5200 18.5316 0.107 0.280 -0.508
O -10.3478 0.2620 18.2062 0.418 -0.099 0.181
H -12.8854 0.7230 18.9874 0.107 0.330 0.427
H -12.7168 1.1848 17.3668 0.432 0.155 -0.127
H -12.8721 2.4749 18.5266 0.034 -0.063 0.321
H -10.5960 1.8900 19.5118 -0.133 -0.251 0.156
H -10.4971 2.2399 17.8183 0.010 -0.088 -0.021
H -10.3306 -0.2961 18.9996 -0.231 0.248 -0.112
C -12.9429 -3.8803 20.6502 0.445 0.557 1.033
O -12.5857 -2.6469 20.0701 -0.025 -0.248 -0.846
H -13.8345 -4.2745 20.1729 0.024 0.077 -0.169
H -12.1356 -4.6280 20.6126 -0.043 -0.057 -0.238
H -13.1418 -3.7031 21.7140 -0.214 -0.298 -0.022
H -11.8506 -2.2375 20.5392 -0.290 0.076 0.340
C -6.8679 1.2374 18.6698 -1.609 -0.308 0.746
O -6.9481 -0.1272 19.0948 0.693 0.073 0.142
H -5.8783 1.4522 18.2902 0.002 -0.110 -0.269
H -7.7046 1.3992 17.9824 0.565 0.231 -0.538
H -7.1021 1.9110 19.5049 0.399 0.005 0.081
H -7.8641 -0.3344 19.3013 -0.120 0.122 -0.280